ORCA calculation (the ωB97M-V functional and the def2-TZVPD basis) on one molecule with the formula C8H8N2O2 at a distorted geometry.

Results
Highest occupied orbital energy (eV): -9.6
Electronic energy (eV): -15498.09382
LUMO (eV): -0.1
SMILES: C=CCOC(=O)c1cnccn1

The geometry in ORCA input format:
```
! wB97M-V def2-TZVPD RIJCOSX def2/J DEFGRID3
* xyz 0 1
C 0.387 -1.031 4.036
C 0.748 0.004 3.286
C -0.257 0.798 2.589
O 0.303 0.781 1.132
C -0.241 -0.216 0.435
O -0.716 -1.203 0.882
C -0.246 0.033 -1.025
C -0.588 -1.001 -1.871
N -0.572 -0.821 -3.163
C 0.048 0.374 -3.534
C 0.673 1.244 -2.648
N 0.512 1.028 -1.398
H 1.030 -1.657 4.647
H -0.769 -1.022 4.024
H 1.824 0.366 3.233
H -0.051 1.795 3.003
H -1.310 0.502 2.694
H -1.233 -1.864 -1.604
H -0.009 0.436 -4.603
H 1.105 2.143 -3.188
*
```